# 1
C16H31CaNP2 as an isolated structure in a non-equilibrium geometry. Source: the OMol25 dataset; level of theory: wB97M-V/def2-TZVPD.

Last column: Mulliken charge in e.
Atoms and positions in Å:
Ca  -0.89  2.24  1.03  1.355
P  1.45  1.31  0.34  0.782
P  -1.06  1.82  -1.56  0.731
N  -4.49  2.29  1.61  -0.617
C  1.95  2.80  1.34  -1.546
C  -1.92  -2.58  -0.23  -0.508
C  0.93  -2.38  1.90  -0.563
C  -0.89  1.52  3.31  -1.756
C  -0.20  -1.55  1.38  1.370
C  -1.00  0.41  -2.74  -1.307
C  1.39  -3.46  1.26  -0.597
C  -2.26  2.93  -2.36  -1.321
C  -3.36  2.27  1.30  -0.283
C  0.41  -3.06  -1.10  -0.088
C  -1.52  -2.34  1.19  -0.823
C  0.83  -4.05  0.01  -0.897
C  2.84  0.17  0.60  -1.286
C  1.78  1.94  -1.39  -1.020
C  0.57  2.64  -2.02  -1.135
C  -1.07  -2.85  -1.24  -0.335
H  -3.27  2.58  -2.09  0.384
H  2.80  -0.26  1.61  0.333
H  -2.15  3.96  -1.98  0.374
H  1.93  2.56  2.41  0.385
H  0.52  3.70  -1.73  0.343
H  0.61  2.60  -3.12  0.492
H  -1.46  -3.29  1.75  0.352
H  -0.39  -0.70  2.06  -0.273
H  -0.27  -0.35  -2.42  0.126
H  2.26  -4.00  1.64  0.387
H  2.08  1.05  -1.99  0.394
H  -1.45  -2.94  -2.26  0.458
H  -0.01  1.19  3.86  0.290
H  -2.33  -1.76  1.67  0.436
H  0.97  -2.11  -1.01  -0.361
H  -1.70  0.78  3.43  0.331
H  -2.99  -2.49  -0.44  0.409
H  2.78  -0.66  -0.12  0.276
H  1.64  -4.66  -0.41  0.434
H  3.80  0.69  0.47  0.486
H  0.76  -3.50  -2.06  0.537
H  2.66  2.60  -1.33  0.539
H  -1.98  -0.07  -2.77  0.408
H  2.98  3.04  1.03  0.431
H  1.32  3.69  1.16  0.488
H  -2.13  2.92  -3.45  0.398
H  -0.73  0.76  -3.75  0.493
H  0.00  -4.76  0.20  0.326
H  1.39  -2.03  2.83  0.522
H  0.10  -1.10  0.42  -0.771
H  -1.25  2.48  3.73  0.414

## Properties
Energy relative to the best compared isomer or geometry (same formula, charge and spin) = 0.0 kcal per mole

---

# 2
C16H31F3O3P2PtS as an isolated structure in a non-equilibrium geometry. Source: the OMol25 dataset; level of theory: wB97M-V/def2-TZVPD.

Last column: Mulliken charge in e.
Atoms and positions in Å:
Pt  0.47  -0.50  -0.81  1.318
S  -1.35  1.14  1.14  1.012
P  -0.14  -1.87  -5.37  1.191
P  -0.05  2.14  -5.34  0.949
F  -1.45  3.71  0.47  -0.227
F  -0.46  3.28  2.37  -0.206
F  -2.65  3.26  2.26  -0.188
O  0.03  1.12  0.51  -0.778
O  -1.46  0.42  2.39  -0.537
O  -2.39  0.90  0.15  -0.600
C  -1.64  0.72  -3.13  0.684
C  -1.51  2.95  1.60  0.634
C  -1.54  2.95  -6.02  -1.180
C  -0.81  1.60  -2.24  -0.895
C  -0.53  -0.49  -6.53  -1.024
C  1.67  1.46  -2.82  -1.629
C  0.42  2.18  -2.38  -0.065
C  0.30  0.81  -6.59  -0.905
C  0.33  -1.83  0.61  -1.265
C  -1.68  -0.84  -3.07  -2.110
C  0.79  -1.07  -2.83  -1.979
C  1.33  0.14  -3.55  1.507
C  -1.36  -3.16  -5.79  -1.368
C  -0.48  -1.64  -3.60  0.713
C  1.52  -2.52  -5.66  -1.397
C  1.31  3.29  -5.72  -1.404
H  2.16  -0.20  -4.19  0.564
H  0.56  3.17  -1.92  0.412
H  1.53  -1.88  -2.71  0.728
H  -0.62  -2.69  -3.31  0.741
H  2.36  1.23  -1.99  0.632
H  0.08  1.34  -7.53  0.651
H  -1.87  -1.12  -2.00  0.389
H  -1.10  -3.68  -6.73  0.477
H  -2.34  2.22  -6.22  0.415
H  -1.44  2.03  -1.45  0.687
H  2.25  2.73  -5.91  0.458
H  -1.60  -0.26  -6.39  0.413
H  1.43  3.97  -4.86  0.443
H  -1.56  1.10  -4.17  -0.751
H  1.01  3.85  -6.62  0.474
H  1.38  0.59  -6.54  0.407
H  0.87  -2.71  0.20  0.439
H  -1.90  3.69  -5.30  0.391
H  -2.57  -1.16  -3.63  0.520
H  -2.68  1.02  -2.87  0.750
H  0.82  -1.40  1.51  0.374
H  -0.44  -0.96  -7.53  0.620
H  -1.39  -3.89  -4.97  0.459
H  -0.74  -2.03  0.78  0.399
H  -1.23  3.43  -6.96  0.512
H  1.85  -3.15  -4.83  0.466
H  -2.36  -2.71  -5.89  0.450
H  2.24  2.12  -3.50  0.508
H  1.53  -3.14  -6.57  0.465
H  2.27  -1.73  -5.80  0.377
H  0.51  0.39  -4.26  -2.123

## Properties
Energy relative to the best compared isomer or geometry (same formula, charge and spin) = 0.0 kcal per mole
Charge = +2
Multiplicity = 5